Entry from OMol25: a molecular structure, C21H28NPPt at a distorted geometry (wB97M-V/def2-TZVPD).

Results
Energy above the lowest of the compared OMol25 structures with the same formula, charge and spin = 0.000 eV
Expectation value of S² = 6.0455
Net charge = +2
Molar mass = 520.51 g/mol
E_LUMO (spin up / spin down) = -5.745 / -9.755 eV
Orbital gap (spin up / spin down) = 6.64 / 4.63 eV
HOMO (spin up / spin down) = -12.39 / -14.38 eV
Spin multiplicity = 5

Last column: Löwdin spin population.
CARTESIAN COORDINATES (ANGSTROEM)
C (0.48, 3.22, -3.66)  0.04
C (-0.80, 2.76, -3.34)  0.02
C (-1.02, 1.84, -2.29)  0.05
C (0.09, 1.37, -1.53)  0.19
C (1.40, 1.79, -1.92)  0.06
C (1.58, 2.71, -2.97)  0.00
C (-2.43, 1.32, -2.08)  0.03
C (-2.46, -0.19, -1.77)  0.14
N (-2.69, -1.02, -2.95)  0.64
Pt (0.00, 0.00, 0.00)  0.78
C (2.59, 1.13, -1.27)  0.02
P (2.03, -0.63, -0.99)  0.23
H (-1.66, 3.11, -3.91)  0.00
H (2.60, 3.02, -3.24)  0.00
H (0.62, 3.94, -4.47)  0.00
H (2.81, 1.54, -0.26)  0.01
H (3.51, 1.20, -1.88)  0.00
H (-2.92, 1.84, -1.24)  0.00
H (-3.02, 1.54, -2.99)  0.00
H (-1.53, -0.48, -1.22)  0.10
C (3.40, -1.47, -0.08)  0.05
C (2.10, -1.37, -2.68)  0.05
H (-3.31, -0.37, -1.08)  0.00
C (-1.52, -1.14, -3.82)  0.06
C (-3.23, -2.32, -2.60)  0.06
H (0.19, -0.94, 1.53)  0.03
H (-1.78, -1.73, -4.71)  0.00
H (-1.19, -0.14, -4.15)  0.01
H (-0.65, -1.64, -3.32)  0.03
H (-3.48, -2.88, -3.51)  0.01
H (-2.54, -2.94, -1.99)  0.04
H (-4.16, -2.18, -2.01)  0.01
H (3.11, -1.33, -3.11)  0.01
H (1.76, -2.42, -2.63)  0.00
H (1.40, -0.80, -3.32)  0.00
H (4.36, -1.38, -0.63)  0.01
H (3.50, -1.00, 0.91)  0.00
H (3.15, -2.53, 0.05)  0.00
H (-0.30, -1.43, 1.06)  0.05
C (0.51, 1.80, 0.82)  0.60
C (0.53, 2.13, 1.98)  0.26
C (0.38, 1.79, 3.39)  0.09
C (-0.80, 2.08, 4.10)  0.09
C (-0.98, 1.55, 5.40)  0.00
C (0.00, 0.74, 5.97)  0.13
C (1.16, 0.44, 5.26)  0.00
C (1.35, 0.96, 3.98)  0.08
H (-1.59, 2.66, 3.66)  0.00
H (-1.89, 1.75, 5.95)  0.00
H (-0.15, 0.31, 6.96)  0.01
H (1.91, -0.21, 5.70)  0.00
H (2.24, 0.68, 3.42)  0.00

=====

Entry from OMol25: a molecular structure, C21H29CaCl2F7K2N2NaO15S4 at a distorted geometry (wB97M-V/def2-TZVPD).

Results
Net charge = +1
Molar mass = 1022.89 g/mol
E_LUMO = -4.510 eV
Orbital gap = 1.36 eV
HOMO = -5.87 eV

Last column: Löwdin charge in e.
CARTESIAN COORDINATES (ANGSTROEM)
C (7.45, -3.75, -3.78)  0.17
C (7.07, -2.95, -2.95)  -0.04
C (6.13, -2.23, -2.12)  -0.18
N (5.34, -2.87, -1.27)  0.17
C (4.41, -2.29, -0.48)  -0.01
C (4.23, -0.90, -0.51)  0.02
C (5.06, -0.16, -1.41)  -0.15
C (4.87, 1.37, -1.49)  -0.01
C (3.58, 1.57, -2.33)  -0.44
O (2.54, 2.00, -1.90)  0.06
O (3.62, 1.19, -3.66)  0.05
C (6.04, -0.82, -2.22)  -0.21
C (6.93, -0.05, -3.13)  -0.59
Cl (6.42, 0.56, -4.81)  0.50
C (8.19, 0.20, -2.60)  -0.68
C (9.37, 1.02, -3.30)  -0.18
Cl (8.57, -0.39, -0.97)  0.74
H (8.02, -4.55, -4.25)  0.09
H (5.45, -3.89, -1.20)  0.13
H (3.75, -2.85, 0.20)  0.15
H (3.49, -0.40, 0.13)  0.12
H (4.63, 1.74, -0.48)  0.13
H (5.73, 1.88, -1.94)  0.13
H (3.70, 0.22, -3.72)  0.12
H (10.31, 0.48, -3.07)  0.08
H (9.44, 1.99, -2.76)  0.10
H (9.24, 1.18, -4.41)  -0.07
O (-0.95, -0.04, -0.48)  -0.23
S (-0.82, 1.14, 0.31)  0.60
O (-0.51, 1.08, 1.70)  -0.24
O (-2.15, 2.04, 0.11)  -0.28
C (-3.42, 1.44, 0.36)  -0.23
C (-3.69, 1.30, 1.85)  -0.16
C (0.30, 2.25, -0.48)  -0.16
H (-3.49, 0.47, -0.14)  0.14
H (-4.17, 2.09, -0.09)  0.11
H (-3.01, 0.59, 2.31)  0.10
H (-4.71, 0.95, 2.02)  -0.03
H (-3.55, 2.26, 2.36)  0.06
H (0.03, 2.33, -1.54)  0.07
H (1.30, 1.85, -0.37)  0.06
H (0.24, 3.22, 0.03)  0.03
O (5.47, -5.71, -0.82)  -0.36
S (5.79, -6.95, -1.53)  0.33
O (6.53, -6.66, -2.75)  -0.32
O (4.60, -7.73, -1.81)  -0.24
O (6.67, -7.84, -0.60)  -0.14
Ca (8.73, -0.44, -5.53)  0.95
C (-3.85, 4.08, -2.24)  -0.08
C (-5.26, 4.28, -1.73)  -0.27
O (-5.35, 5.13, -0.60)  -0.17
C (-4.89, 6.47, -0.78)  -0.27
C (-5.63, 7.23, -1.86)  -0.07
H (-3.21, 3.69, -1.45)  0.04
H (-3.84, 3.38, -3.08)  0.09
H (-3.40, 5.02, -2.58)  0.06
H (-5.66, 3.31, -1.41)  0.11
H (-5.92, 4.63, -2.53)  0.12
H (-3.81, 6.47, -0.97)  0.10
H (-5.03, 6.97, 0.17)  0.12
H (-5.51, 6.77, -2.85)  0.07
H (-5.26, 8.25, -1.93)  0.09
H (-6.70, 7.26, -1.65)  0.09
F (7.79, -7.44, 0.60)  -0.12
K (-5.74, 2.16, 2.97)  1.03
O (5.67, -3.91, -6.27)  -0.52
H (5.67, -4.14, -5.33)  -0.21
C (-8.73, -4.60, 7.67)  -0.68
F (-9.99, -5.00, 7.79)  0.16
F (-8.31, -4.20, 8.87)  0.15
F (-7.99, -5.67, 7.34)  0.13
S (-8.57, -3.27, 6.42)  0.60
O (-9.38, -2.20, 6.92)  -0.24
O (-9.03, -3.87, 5.18)  -0.33
N (-6.99, -3.06, 6.55)  -0.27
S (-6.43, -1.94, 5.60)  0.59
O (-6.78, -0.59, 5.92)  -0.26
O (-6.43, -2.25, 4.18)  -0.60
C (-4.67, -2.09, 6.09)  -0.67
F (-4.20, -3.32, 5.86)  0.14
F (-4.50, -1.84, 7.38)  0.17
F (-3.90, -1.23, 5.41)  0.12
Na (-0.09, 4.56, -1.32)  0.53
K (-6.83, -3.98, 3.16)  1.02

=====

Entry from OMol25: a molecular structure, C21H29Cl2GdO4 at a distorted geometry (wB97M-V/def2-TZVPD).

Results
Expectation value of S² = 16.0439
Molar mass = 573.62 g/mol
E_LUMO (spin up / spin down) = 0.333 / -2.538 eV
Orbital gap (spin up / spin down) = 8.12 / 5.29 eV
HOMO (spin up / spin down) = -7.79 / -7.83 eV
Spin multiplicity = 8

Last column: Löwdin spin population.
CARTESIAN COORDINATES (ANGSTROEM)
O (-0.13, 0.01, -2.29)  -0.01
C (0.91, -0.49, -3.25)  0.00
C (0.42, 0.41, -4.37)  0.00
H (0.73, -1.57, -3.39)  0.00
H (1.90, -0.25, -2.85)  0.00
C (-0.71, 0.80, -3.41)  0.00
H (0.14, -0.15, -5.27)  0.00
H (1.13, 1.23, -4.56)  0.00
C (-2.06, 0.19, -3.74)  0.00
H (-1.98, -0.91, -3.74)  0.00
H (-2.41, 0.54, -4.72)  0.00
H (-2.79, 0.49, -2.97)  0.00
C (-0.82, 2.27, -3.02)  0.00
H (0.17, 2.72, -2.86)  0.00
H (-1.41, 2.42, -2.09)  0.00
H (-1.34, 2.83, -3.81)  0.00
Gd (0.18, -0.36, -0.05)  6.83
C (0.95, 1.61, 1.58)  0.01
C (1.97, 0.63, 1.49)  0.02
C (2.52, 0.67, 0.18)  0.00
H (2.22, -0.06, 2.28)  0.00
C (1.83, 1.69, -0.54)  -0.01
C (0.86, 2.27, 0.33)  -0.01
H (0.23, 3.13, 0.10)  0.00
H (0.39, 1.85, 2.49)  0.00
H (3.24, -0.03, -0.24)  0.00
H (2.05, 2.03, -1.55)  0.00
C (-1.55, -0.47, 1.88)  0.04
C (-1.98, 0.71, 1.23)  -0.01
C (-2.43, 0.37, -0.08)  0.01
H (-2.04, 1.71, 1.66)  0.00
C (-2.31, -1.05, -0.23)  0.01
C (-1.80, -1.56, 0.98)  0.10
H (-1.55, -2.60, 1.17)  0.00
H (-1.18, -0.55, 2.89)  0.00
H (-2.86, 1.06, -0.80)  0.00
H (-2.52, -1.62, -1.13)  0.00
O (0.72, -1.63, -7.33)  0.00
C (0.23, -0.56, -8.20)  0.00
C (0.42, -0.96, -9.67)  0.00
H (0.84, 0.34, -7.98)  0.00
H (-0.81, -0.32, -7.92)  0.00
C (1.61, -1.91, -9.59)  0.00
H (0.58, -0.09, -10.31)  0.00
H (-0.46, -1.51, -10.00)  0.00
C (1.41, -2.58, -8.23)  0.00
H (2.54, -1.33, -9.56)  0.00
H (1.67, -2.62, -10.42)  0.00
H (2.34, -2.91, -7.74)  0.00
H (0.77, -3.48, -8.37)  0.00
Cl (1.20, -1.63, 3.67)  0.00
C (1.08, -3.22, 2.87)  0.00
Cl (-0.58, -3.84, 2.91)  0.00
C (1.52, -3.13, 1.39)  0.00
O (2.29, -3.97, 0.99)  0.00
O (0.99, -2.14, 0.75)  0.01
H (1.80, -3.92, 3.29)  0.00